Below is a structure of composition C28H44BrN3P2V, with properties calculated with the ωB97M-V functional and the def2-TZVPD basis.

Structure (XYZ):
```
79
Properties=species:S:1:pos:R:3:forces:R:3
C 4.46459 -1.70004 -3.41348 0.21 -0.17 -0.14
C -5.29176 2.49930 -5.26769 0.41 -0.35 0.85
C -5.91923 3.86144 -3.51245 0.41 -0.78 0.21
H 6.09887 0.87580 -2.33267 -0.11 0.13 0.31
H 0.03002 -2.96814 -0.30502 -0.10 0.04 0.15
H 2.88078 2.22215 -3.10138 -0.14 0.09 0.38
H 0.45413 -2.87233 -4.96199 -0.22 0.13 0.03
H -1.23316 -3.20699 -4.56452 0.23 0.17 0.02
H -1.27039 -4.77413 0.63523 -0.15 -0.01 -0.17
H -2.99184 -0.67416 0.97873 0.08 0.17 0.13
H 6.63822 0.65384 -0.65273 -0.18 0.15 -0.18
H -4.95733 3.54057 -1.60825 0.11 0.12 0.10
H 2.45219 -1.55931 -2.61911 0.39 0.27 -0.03
C 4.49354 1.05848 -0.82859 0.89 -0.01 0.49
C -0.45596 2.18556 -2.40633 0.16 0.96 -0.54
C 5.94920 1.21588 -1.29693 0.30 0.04 -0.05
H 4.16764 -1.86289 -4.45899 0.07 0.11 0.35
H 1.73814 -1.38245 -0.05985 0.27 0.20 0.19
H -5.05952 -2.58582 -2.38856 0.08 0.29 0.25
H 0.72583 -1.60280 -2.80708 -0.24 -0.27 -0.07
H -1.36080 -2.26674 0.53348 0.25 -0.30 -0.06
C -5.02162 3.22784 -2.63955 0.05 -0.20 -0.87
C 0.58482 4.22362 -1.53997 0.09 -0.18 0.48
H 3.75345 -0.69006 2.17453 -0.09 -0.06 -0.11
H 4.63154 -2.68390 -2.95273 -0.02 0.27 -0.18
H 3.12828 0.02209 -3.14111 0.08 -0.19 0.32
H -0.70109 -1.52658 -4.83350 0.03 -0.26 0.07
H -1.51984 -4.89007 -1.10564 -0.04 0.17 0.11
C -2.93778 -2.49517 -2.57050 0.31 -0.28 -0.23
H -2.94262 -2.13424 -3.60967 -0.08 -0.07 0.28
C -0.56521 3.48742 -1.84162 0.62 -0.55 -0.06
C -4.16298 2.22869 -3.14302 -0.19 0.31 -0.52
H -2.78598 -4.20108 -0.05558 0.21 0.00 -0.16
N -1.61283 0.83249 0.48964 0.81 -0.70 3.34
H -4.27481 -2.42626 -0.82018 0.08 0.07 -0.22
C 1.85917 3.73336 -1.89268 -1.87 -1.24 -1.06
H -3.04247 2.16549 -1.28619 0.34 0.36 -0.76
V -1.84169 0.40926 -1.38406 -0.90 0.59 -1.24
P -1.40353 -1.84152 -1.82432 -0.11 -1.08 0.07
H 5.42432 -1.16122 -3.41063 -0.36 -0.14 -0.03
H 4.38889 1.37551 0.22204 0.07 -0.14 -0.29
H 0.94550 0.62213 -3.00772 -0.17 0.82 -0.42
C -4.34342 1.80993 -4.48082 -0.76 0.77 0.05
C 0.83591 1.67845 -2.70106 -0.43 0.15 -0.12
C -2.98643 1.81862 -2.35402 -0.05 -0.74 -0.27
C -1.70530 -4.25877 -0.22918 0.05 -0.34 0.20
C -0.05038 -2.36888 -2.93525 0.20 -0.09 0.09
H -0.12875 2.30033 0.88268 -0.17 0.05 -0.10
N -6.03847 3.50070 -4.79046 0.00 0.13 -0.22
H -1.65645 1.20769 -4.00178 0.09 0.35 0.19
Br 3.39825 4.57607 -1.36130 0.84 0.67 0.10
C -2.06347 0.28578 2.62772 0.15 0.26 -0.08
H -3.78937 0.98496 -4.92536 0.08 0.26 0.15
C -0.83531 1.59868 1.29880 -1.35 -0.94 0.06
P 3.84853 -0.63501 -0.94130 -0.62 1.75 -0.32
H -2.54887 -0.24890 3.43637 0.08 0.18 -0.14
H 4.06592 -2.11170 1.19232 -0.17 -0.05 0.19
C 3.35804 -0.93653 -2.65177 0.11 -0.80 -0.37
H 6.23864 2.27389 -1.25129 -0.12 -0.29 -0.02
H -1.56977 3.89370 -1.66605 0.57 -0.05 -0.10
H -2.81845 -3.58592 -2.60946 -0.27 0.14 -0.08
H 2.20747 0.23401 0.58029 0.00 -0.24 -0.23
H 0.48730 5.17163 -0.99680 0.16 -0.35 -0.36
C -1.06377 -2.88342 -0.32722 -0.20 0.49 0.04
C 2.56943 -0.77419 0.33337 -0.08 -0.43 -0.23
H -0.74393 1.81866 3.50256 0.15 -0.05 0.15
H 0.34439 -3.31744 -2.53900 -0.08 0.19 -0.18
C 3.27510 -1.43248 1.53008 0.18 -0.19 0.42
C -1.67617 1.54627 -2.96548 -0.45 0.30 -0.12
N -2.32688 -0.00439 1.34587 0.68 1.24 -0.19
H -5.42906 2.22928 -6.32263 -0.03 0.14 0.47
H 3.84302 1.71046 -1.42469 -0.12 -0.38 0.14
C 1.94150 2.51982 -2.63114 0.03 0.25 0.98
H -6.54412 4.68382 -3.15021 0.14 -0.31 -0.24
C -4.23068 -2.08806 -1.86650 -0.22 -0.12 0.03
C -1.12774 1.31392 2.63823 -0.09 -0.20 -0.19
H 2.58517 -2.01405 2.14007 -0.03 0.10 -0.02
C -0.41335 -2.49688 -4.40517 0.07 -0.02 -0.39
H -4.41602 -0.99954 -1.90296 0.12 -0.32 -0.05
```
Forces are in eV/Å.

The frontier orbital gap (spin up / spin down) comes out at 7.08 / 3.43 eV. As for the energy relative to the best compared isomer or geometry (same formula, charge and spin): 5.021 eV. The HOMO energy (spin up / spin down) is -12.50 / -12.11 eV. As for the spin multiplicity: 4. Its net charge is +2. The value obtained for the calculated total energy is -5457.6147 Ha.



Below is an isolated molecule of C3HNO2, with properties calculated with the ωB97M-V functional and the def2-TZVPD basis.

Structure (XYZ):
```
7
Properties=species:S:1:pos:R:3:forces:R:3
N -2.09765 -1.15927 -0.49372 -0.66 2.02 -0.73
H 0.61850 0.43045 -0.12704 1.35 1.71 -0.37
O -1.33733 -0.00455 -0.72718 0.87 0.36 -0.11
C -0.19564 -0.19432 -0.08668 -1.20 -1.99 1.13
O -1.97209 -3.14600 0.47239 -0.64 -2.12 1.21
C -0.29752 -1.34009 0.63675 -0.62 1.35 -1.13
C -1.54903 -2.06094 0.30810 0.90 -1.33 0.01
```
Forces are in eV/Å.

The frontier orbital gap (spin up / spin down) comes out at 6.41 / 6.45 eV. As for the energy relative to the best compared isomer or geometry (same formula, charge and spin): 5.758 eV. The HOMO energy (spin up / spin down) is -10.03 / -9.96 eV. Its net charge is 0. The value obtained for the calculated total energy is -319.8877 Ha.



Below is a structure of composition C33H40N4NiP2, with properties calculated with the ωB97M-V functional and the def2-TZVPD basis.

Structure (XYZ):
```
80
Properties=species:S:1:pos:R:3:forces:R:3
C 3.74759 1.34425 3.48978 -0.13 0.95 -0.57
C 2.11577 0.96039 -3.70123 -0.68 0.26 -0.71
H 6.29481 -4.46980 -2.26184 -0.09 0.19 0.12
H 2.87925 4.41152 2.62967 -0.10 -0.05 -0.17
H -0.78529 -1.90105 -1.63338 -0.10 -0.19 -0.75
H -2.09695 1.77093 3.37085 0.08 0.01 -0.19
C 3.87562 -5.61445 -0.77756 -0.39 -0.17 -0.26
C 0.93685 -0.01715 1.72163 2.04 0.26 -1.58
H 6.00816 -5.46767 -0.34653 0.00 0.31 -0.15
C -0.77997 1.71946 1.65070 0.26 -0.38 -0.33
H -0.90952 -0.36907 -3.38297 0.40 0.30 -0.15
H 3.16918 0.94868 -3.44550 -0.40 0.15 -0.10
C 1.62640 -2.83478 -4.42565 -0.62 -0.57 0.20
H 1.27642 -4.46880 -5.85912 0.06 0.17 0.27
C 4.31413 -3.61067 -2.34992 -1.54 -0.25 -0.07
H 3.01653 -5.85528 -0.14885 0.00 -0.19 0.12
H 3.90337 -3.13621 -3.24901 -0.08 -0.02 0.47
H 4.80275 -1.06875 3.48998 0.22 -0.10 -0.04
H 2.18263 -2.07133 -4.92837 0.10 0.20 -0.25
C 1.41047 1.71637 -4.60783 0.42 -0.60 0.67
C 0.49998 -4.68161 -3.74903 0.20 1.30 0.62
C 5.51088 -2.75997 0.22604 -0.89 0.03 0.34
C 3.12791 -0.89681 -1.47035 -0.21 0.80 0.25
C 2.88033 2.42135 1.69575 0.50 0.40 0.36
C 0.57192 -3.80014 -2.68101 -0.46 -0.48 -1.02
C 3.90176 -3.03483 4.00472 -0.33 1.14 -0.75
H 7.34071 -2.79481 -0.95721 0.01 -0.03 0.37
H 4.49795 -3.36807 4.85118 -0.15 0.09 -0.35
P 1.48491 -1.21641 -2.15461 -0.08 -3.16 2.66
N 1.23619 -2.63393 -3.08861 0.64 -0.25 -1.20
H 0.03807 -5.66053 -3.73228 0.07 0.21 0.05
C 5.04109 -5.26915 0.11596 0.35 -1.05 0.67
N 3.08600 -1.65206 2.34886 0.19 -0.60 -0.35
H 3.70700 -1.83915 -1.27025 0.15 -0.14 -0.50
C 2.78749 -3.68866 3.40306 -0.28 0.84 -1.49
H 4.43003 -3.90305 1.64213 0.22 0.17 0.76
H 3.29417 1.12082 -0.58690 -0.03 -0.39 0.35
H 4.08759 -6.53009 -1.35408 -0.02 0.28 -0.23
C 1.15972 -4.05331 -4.86316 0.25 0.48 0.59
H 1.84964 2.48699 -5.21535 -0.10 0.11 -0.06
N 1.21104 0.06220 -3.12585 -0.68 0.69 -1.06
H 6.11874 -2.93352 -3.13175 0.05 -0.50 0.20
H -0.35614 -0.37456 -0.94589 -0.07 0.19 0.61
C -0.72797 0.13681 3.49792 1.00 -1.31 -0.76
C 3.43082 -4.40731 -1.59380 0.53 -1.96 -1.53
Ni 3.35874 -3.13996 -0.25044 0.02 1.89 0.28
C -0.06469 0.25079 -3.67895 0.50 0.90 -0.78
C 3.64460 2.67862 3.81027 -0.10 -0.58 -0.33
H 0.23296 -1.97317 -0.24596 0.09 0.79 -0.27
C 0.04993 1.27239 -4.59138 0.22 -0.61 0.56
P 2.70845 -0.20378 1.37506 -3.57 -2.45 1.39
H -1.26744 2.55553 1.15196 0.13 -0.13 0.08
H 0.69869 1.41918 0.07807 -0.36 0.02 0.63
H 6.20277 -1.55423 -1.37060 -0.09 -0.47 0.24
C 0.33607 -0.55021 2.89303 -0.48 -0.01 0.75
C 4.86905 -3.89885 0.67249 1.08 0.32 0.23
H 0.71595 -1.50178 3.28317 -0.21 0.69 0.22
H 1.41428 -3.03047 1.76498 0.58 0.27 -0.05
C 0.30815 1.09732 1.06268 -0.35 0.06 -0.24
C 3.46408 0.06573 -0.28921 -0.35 0.38 -0.72
H 5.60123 -1.87420 0.83885 -0.24 -0.06 0.56
C 5.77241 -3.50190 -2.24847 1.22 0.81 0.23
H 5.00187 -5.94198 0.97853 0.20 -0.17 -0.04
N 3.34270 1.17643 2.15728 0.77 0.38 0.56
H 2.39770 2.55741 0.73870 0.29 -0.13 0.18
C 2.36047 -2.91582 2.29158 0.02 0.62 1.96
C -1.27401 1.25991 2.87956 -0.44 0.54 0.41
H 3.61229 -0.50417 -2.37729 0.46 -0.07 0.31
C 4.06101 -1.82718 3.33699 -0.13 -0.49 0.40
C 3.08668 3.35516 2.67442 0.29 -0.54 0.37
H 0.19002 -3.91102 -1.67811 0.22 0.02 -0.07
H 3.94352 3.11625 4.75502 -0.12 -0.07 -0.18
C 6.25887 -2.61534 -1.02718 0.71 -0.09 -1.94
H 4.07290 0.49771 4.05036 0.03 0.06 0.28
H 2.34520 -4.63527 3.72455 0.19 0.43 -0.34
H -0.73700 1.65084 -5.20330 -0.35 0.17 -0.17
H 2.45873 -4.57795 -2.01066 -0.12 -0.07 -0.36
H -1.14339 -0.28886 4.41358 0.01 0.27 -0.26
C 0.01405 -1.37227 -1.14829 0.14 0.25 1.16
H 4.55878 -0.01284 -0.10897 -0.58 -0.09 -0.07
```
Forces are in eV/Å.

The frontier orbital gap (spin up / spin down) comes out at 3.92 / 6.01 eV. As for the energy relative to the best compared isomer or geometry (same formula, charge and spin): 6.634 eV. The HOMO energy (spin up / spin down) is -3.65 / -5.78 eV. As for the spin multiplicity: 3. Its net charge is 0. The value obtained for the calculated total energy is -3691.1057 Ha.



Below is a structure of composition C2H4FNO, with properties calculated with the ωB97M-V functional and the def2-TZVPD basis.

Structure (XYZ):
```
9
Properties=species:S:1:pos:R:3:forces:R:3
H 0.84966 1.25400 -0.25398 -2.40 -1.05 -0.79
O 2.23183 -0.27800 -0.12993 -0.82 -4.47 0.93
H -2.37099 1.09282 -0.45853 4.23 -1.95 1.56
N 0.79197 -0.72122 -0.15988 1.71 1.06 -0.89
F -1.86478 -0.95041 -0.22122 0.44 -0.17 -0.41
C 0.11157 0.33598 -0.37465 3.42 1.16 1.26
H -1.07939 0.21082 1.45882 -1.24 1.07 -4.14
C -1.29687 0.27416 -0.01413 -4.42 1.09 3.48
H 2.62701 -1.21815 0.15349 -0.92 3.24 -1.00
```
Forces are in eV/Å.

The frontier orbital gap comes out at 10.11 eV. As for the energy relative to the best compared isomer or geometry (same formula, charge and spin): 6.112 eV. The HOMO energy is -9.88 eV. Its net charge is 0. The value obtained for the calculated total energy is -308.2583 Ha.